Record 1
The following is a DFT calculation (the ωB97M-V functional and the def2-TZVPD basis) of C13H13N3O in the gas phase.

Each line ends with the natural charge from an NBO analysis.
Atoms and positions in Å:
N: -1.223 0.325 6.147  -0.29
C: -1.192 0.264 4.955  0.28
C: -1.308 0.212 3.524  -0.18
C: -2.412 -0.338 2.962  -0.16
C: -2.446 -0.476 1.533  -0.13
C: -1.412 -0.064 0.810  -0.18
C: -0.394 0.635 1.380  0.03
C: -0.315 0.723 2.750  -0.13
C: 0.573 1.161 0.467  -0.43
C: 1.007 0.147 -0.604  -0.05
C: 2.223 0.749 -1.420  -0.22
N: 2.162 0.207 -2.831  -0.67
C: 1.547 -1.097 -3.133  -0.22
C: 0.020 -1.014 -2.696  -0.22
N: -0.203 -0.162 -1.454  -0.47
C: -1.428 -0.144 -0.620  0.68
O: -2.389 -0.480 -1.244  -0.57
H: -3.179 -0.912 3.523  0.24
H: -3.220 -0.977 0.972  0.25
H: 0.524 1.131 3.269  0.22
H: 0.115 2.105 0.009  0.23
H: 1.377 1.507 0.971  0.22
H: 1.323 -0.805 -0.172  0.19
H: 2.134 1.895 -1.425  0.20
H: 3.301 0.409 -1.139  0.21
H: 1.895 0.986 -3.505  0.37
H: 1.573 -1.282 -4.212  0.22
H: 2.163 -1.854 -2.644  0.19
H: -0.543 -0.722 -3.617  0.22
H: -0.272 -2.132 -2.557  0.19

Results
F_max: 0.1231 hartree/bohr
Kohn-Sham gap: 0.3066 hartree
structure (SMILES): N#Cc1ccc2c(c1)C[C@@H]1CNCCN1C2=O
total charge: 0
E_HOMO: -8.64 eV
E_LUMO: -0.295 eV
ΔE to the lowest compared entry with this formula, charge and spin: 63.39 kcal per mole

=====

Record 2
The following is a DFT calculation (the ωB97M-V functional and the def2-TZVPD basis) of C13H13N3OS in the gas phase.

Each line ends with the natural charge from an NBO analysis.
Atoms and positions in Å:
C: -0.797 -2.864 1.300  -0.64
C: -0.691 -1.866 0.191  0.27
N: -1.592 -1.940 -0.708  -0.26
N: -1.657 -1.081 -1.772  -0.47
C: -1.421 0.258 -1.897  0.63
O: -1.315 0.755 -3.004  -0.60
C: -1.412 1.052 -0.662  -0.32
C: -2.165 0.898 0.470  -0.22
C: -1.961 1.932 1.402  -0.27
C: -1.065 2.856 0.964  -0.40
S: -0.468 2.500 -0.602  0.51
C: 0.443 -0.920 0.241  -0.09
C: 0.761 -0.241 1.415  -0.24
C: 1.819 0.650 1.426  -0.18
C: 2.568 0.871 0.289  -0.27
C: 2.275 0.186 -0.892  0.18
N: 3.055 0.347 -2.015  -0.80
C: 1.213 -0.715 -0.897  -0.23
H: -1.055 -2.361 2.231  0.22
H: -1.569 -3.592 1.067  0.24
H: 0.158 -3.365 1.443  0.22
H: -1.933 -1.552 -2.627  0.40
H: -2.845 0.078 0.621  0.23
H: -2.458 1.984 2.354  0.23
H: -0.720 3.735 1.472  0.24
H: 0.164 -0.381 2.303  0.21
H: 2.056 1.185 2.334  0.22
H: 3.385 1.578 0.302  0.21
H: 3.605 1.189 -2.057  0.38
H: 2.630 0.085 -2.890  0.39
H: 0.995 -1.261 -1.805  0.21

Results
F_max: 0.0168 hartree/bohr
Kohn-Sham gap: 0.3161 hartree
structure (SMILES): C/C(=N/NC(=O)c1cccs1)c1cccc(N)c1
total charge: 0
E_HOMO: -8.14 eV
E_LUMO: 0.462 eV
ΔE to the lowest compared entry with this formula, charge and spin: 49.75 kcal per mole

=====

Record 3
The following is a DFT calculation (the ωB97M-V functional and the def2-TZVPD basis) of C13H13N7O3S in the gas phase.

Each line ends with the natural charge from an NBO analysis.
Atoms and positions in Å:
C: -2.583 4.669 1.073  -0.66
C: -1.666 3.672 1.675  0.40
N: -1.246 3.858 2.910  -0.46
C: -0.403 2.780 3.173  0.00
C: -0.324 1.930 2.115  0.11
N: 0.492 0.770 2.154  0.52
O: 0.866 0.376 3.254  -0.37
O: 0.797 0.274 1.092  -0.39
N: -1.151 2.494 1.118  -0.35
C: -1.395 1.933 -0.229  -0.23
C: -2.485 0.877 -0.165  -0.54
S: -2.858 0.209 -1.807  0.30
C: -1.400 -0.748 -2.115  0.27
N: -0.865 -1.019 -3.289  -0.29
N: 0.195 -1.848 -3.081  -0.34
C: 0.315 -2.000 -1.783  0.49
C: 1.322 -2.686 -1.046  -0.27
C: 1.161 -2.896 0.311  0.12
N: 2.044 -3.577 1.066  -0.46
C: 3.181 -4.000 0.469  0.08
C: 3.431 -3.839 -0.898  -0.33
C: 2.464 -3.193 -1.683  0.27
N: 2.667 -3.038 -3.002  -0.79
O: -0.637 -1.285 -1.148  -0.42
H: -2.788 5.508 1.761  0.26
H: -3.538 4.194 0.771  0.23
H: -2.125 5.049 0.194  0.23
H: 0.146 2.679 4.096  0.23
H: -1.708 2.751 -0.883  0.22
H: -0.493 1.498 -0.655  0.24
H: -2.202 0.037 0.478  0.24
H: -3.381 1.328 0.285  0.24
H: 0.251 -2.564 0.828  0.21
H: 3.965 -4.487 1.089  0.20
H: 4.352 -4.190 -1.299  0.22
H: 3.625 -3.071 -3.354  0.39
H: 1.972 -2.447 -3.474  0.43

Results
F_max: 0.0441 hartree/bohr
Kohn-Sham gap: 0.2929 hartree
structure (SMILES): Cc1ncc([N+](=O)[O-])n1CCSc1nnc(-c2cnccc2N)o1
total charge: 0
E_HOMO: -8.50 eV
E_LUMO: -0.528 eV
ΔE to the lowest compared entry with this formula, charge and spin: 0.00 kcal per mole

=====

Record 4
The following is a DFT calculation (the ωB97M-V functional and the def2-TZVPD basis) of C13H13NO3 in the gas phase.

Each line ends with the natural charge from an NBO analysis.
Atoms and positions in Å:
N: 2.417 -1.319 -2.423  -0.34
C: 2.931 -1.219 -1.349  0.30
C: 3.498 -0.959 -0.034  -0.51
C: 2.580 -0.033 0.910  -0.48
C: 2.466 1.355 0.389  0.59
O: 3.420 1.898 -0.147  -0.54
C: 1.306 2.246 0.816  -0.49
C: 0.150 2.190 -0.284  -0.40
C: -0.857 1.034 -0.307  -0.05
C: -0.746 -0.071 -1.171  -0.15
C: -1.667 -1.221 -1.091  -0.14
C: -2.713 -1.195 -0.230  -0.21
C: -3.560 -2.289 -0.025  0.76
O: -2.962 -3.352 -0.094  -0.60
O: -4.873 -2.263 0.220  -0.64
C: -2.955 -0.105 0.568  -0.15
C: -2.048 1.068 0.488  -0.21
H: 4.401 -0.455 -0.148  0.26
H: 3.782 -1.831 0.494  0.25
H: 3.124 -0.014 1.860  0.25
H: 1.603 -0.486 1.020  0.23
H: 0.870 2.080 1.742  0.22
H: 1.747 3.212 0.834  0.24
H: 0.759 2.120 -1.270  0.22
H: -0.298 3.102 -0.237  0.22
H: -0.005 -0.036 -1.908  0.21
H: -1.427 -2.113 -1.651  0.24
H: -4.951 -3.163 0.465  0.50
H: -3.725 -0.082 1.394  0.23
H: -2.265 1.904 1.169  0.21

Results
F_max: 0.1000 hartree/bohr
Kohn-Sham gap: 0.3576 hartree
structure (SMILES): N#CCCC(=O)CCc1ccc(C(=O)O)cc1
total charge: 0
E_HOMO: -9.31 eV
E_LUMO: 0.417 eV
ΔE to the lowest compared entry with this formula, charge and spin: 49.28 kcal per mole